C6H9NO | the ωB97M-V functional and the def2-TZVPD basis

XYZ file:
```
17
C6H9NO the ωB97M-V functional and the def2-TZVPD basis
C -0.8807 -0.1960 -2.2742
C -0.7631 0.0195 -1.0033
C -0.6850 0.3217 0.2651
C -1.5504 -0.3486 1.2977
C 0.4544 1.1328 0.8061
O 1.3559 1.5171 -0.2041
H -0.3428 -0.9936 -2.7553
H -1.4999 0.4296 -2.9013
H -1.9267 0.3891 2.0099
H -0.9765 -1.0940 1.8537
H -2.3892 -0.8499 0.8198
H 0.0449 2.0344 1.3006
H 0.9997 0.4638 1.5333
H 1.9888 2.1436 0.1588
C 2.0493 -1.6330 -0.2209
N 1.1700 -2.2343 -0.6486
H 2.9514 -1.1022 -0.0373
```

Output
Orbital gap   9.5 eV
LUMO energy   0.67 eV
ΔE to the lowest compared entry with this formula, charge and spin   69.22 kcal per mole
SMILES   C=C=C(C)CO.C#N
Net charge   0
Max |F|   0.0185 hartree/bohr
Multiplicity   1

Atom charges from the Mulliken analysis, given in e for atoms 1 to 4: C -0.9709; C 0.1176; C 0.7507; C -1.3653